Density functional theory data (ωB97M-V/def2-TZVPD) for a structure of composition C25H31ClCsI2N4O5S2.

Each line ends with the Mulliken charge.
Element x y z (Å)
Cs: -1.2306 0.8560 0.6654  1.112
C: 2.1262 0.6183 2.7937  -1.062
C: 1.4761 -0.4513 1.9514  -0.357
N: 1.5767 -0.3049 0.6860  -0.584
N: 0.8787 -1.2489 -0.0474  0.134
C: 1.1147 -1.2614 -1.3177  0.213
S: 2.2487 -0.4066 -2.3008  -0.520
S: 0.1030 -2.3636 -2.2788  -0.199
C: -0.9860 -3.0913 -1.0190  -0.709
C: -0.5216 -4.3879 -0.4027  0.844
C: -1.4619 -5.3576 -0.0680  -0.581
C: -1.0811 -6.5445 0.5426  -0.504
C: 0.2561 -6.7773 0.8303  -0.462
C: 1.2003 -5.8131 0.5017  -0.739
C: 0.8153 -4.6301 -0.1105  -0.001
C: 0.8337 -1.6098 2.6435  0.323
C: 1.6473 -2.7094 2.9006  -0.077
C: 1.1735 -3.8472 3.5362  -0.672
C: -0.1690 -3.8661 3.9155  -0.419
C: -0.9879 -2.7808 3.6738  -0.615
C: -0.5356 -1.5943 3.0313  0.332
O: -1.3274 -0.5971 2.8009  -0.773
H: 3.0802 0.9215 2.3585  0.364
H: 1.4924 1.5104 2.8517  -0.078
H: 2.2786 0.2875 3.8196  0.463
H: -1.1085 -2.3353 -0.2419  -0.084
H: -1.9455 -3.2394 -1.5172  0.528
H: -2.5096 -5.1760 -0.2821  0.326
H: -1.8309 -7.2837 0.7972  0.363
H: 0.5572 -7.6987 1.3132  0.363
H: 2.2446 -5.9785 0.7361  0.381
H: 1.5585 -3.8811 -0.3490  0.313
H: 2.6806 -2.6766 2.5647  0.349
H: 1.8209 -4.6981 3.7052  0.408
H: -0.5792 -4.7470 4.3988  0.360
H: -2.0339 -2.7964 3.9615  0.382
I: -2.6337 3.9916 3.1591  -0.006
C: -4.5370 3.2333 2.5276  -0.911
I: -4.5294 2.4692 0.5281  0.252
H: -5.2383 4.0525 2.6228  0.385
H: -4.7712 2.4293 3.2140  0.372
Cl: -2.5137 1.5513 -4.8756  -0.272
C: -3.0962 0.3966 -3.6224  -0.009
C: -3.3056 1.1339 -2.2888  0.423
O: -4.4864 1.2954 -1.9191  -0.801
O: -2.2610 1.4995 -1.6986  -0.493
H: -2.3246 -0.3617 -3.5055  -0.072
H: -4.0294 -0.0242 -3.9803  0.343
O: 1.1141 4.2002 2.7127  0.060
O: 1.8527 5.0244 2.2280  -0.099
C: 1.1697 3.2773 -3.5342  -0.881
C: 0.2177 2.5197 -2.5846  0.166
N: 0.4364 2.9660 -1.2057  0.224
C: 1.7770 2.6196 -0.7474  1.213
C: 2.8254 3.2063 -1.7119  -1.089
N: 2.0930 4.1001 -2.6775  -0.064
C: 1.3050 5.1412 -1.9409  -0.529
C: 0.2140 4.3937 -1.1180  -0.563
H: 0.6494 3.9657 -4.2003  0.295
H: 1.7880 2.5959 -4.1185  0.404
H: 0.4145 1.4513 -2.6418  -0.258
H: -0.8199 2.6900 -2.8474  0.237
H: 1.8945 1.5360 -0.7368  -0.752
H: 1.9189 2.9880 0.2698  -0.037
H: 3.2970 2.4138 -2.2953  0.393
H: 3.5839 3.8127 -1.2168  0.304
H: 2.7738 4.5628 -3.2717  0.314
H: 0.8832 5.8169 -2.6839  0.330
H: 2.0027 5.6882 -1.3077  0.333
H: -0.7822 4.6134 -1.4997  0.385
H: 0.2631 4.7106 -0.0762  0.283

Cartesian forces (eV/Å) of the 6 atoms listed first:
Cs 0.05 0.48 -0.02
C 0.00 0.20 0.08
C 0.05 -0.16 0.27
N 0.34 0.12 0.05
N -0.03 -0.23 -0.32
C 0.10 0.16 -0.03

Its highest occupied orbital energy (spin up / spin down) is -3.68 / -3.67 eV. For the energy above the lowest of the compared OMol25 structures with the same formula, charge and spin, the calculation gives 51.8 kJ/mol. Its multiplicity is 1. The total energy is -3438.4475 a.u. The charge is -1. The LUMO energy (spin up / spin down) comes out at 0.0746 / 0.0731 eV.



Density functional theory data (ωB97M-V/def2-TZVPD) for a structure of composition C28H41N5OPmS.

Each line ends with the Mulliken spin population.
Element x y z (Å)
Pm: -0.2231 0.0873 0.4853  4.872
O: 1.5382 -1.2028 0.1195  0.013
N: 2.3700 -1.6345 1.0671  0.012
C: 3.5427 -2.1864 0.6718  0.009
C: 4.4383 -2.6949 1.5657  0.001
C: 4.1373 -2.6517 2.9335  0.023
C: 2.9418 -2.0944 3.3256  -0.017
C: 2.0277 -1.5751 2.3998  0.042
S: 0.5439 -0.8633 2.9096  -0.024
H: 3.6950 -2.1954 -0.3969  0.003
H: 5.3611 -3.1248 1.2038  0.001
H: 4.8221 -3.0540 3.6671  0.003
H: 2.6584 -2.0368 4.3662  0.000
C: 2.0323 3.9603 2.4095  0.007
N: 1.9069 3.2181 1.1601  0.012
C: 2.4672 1.8788 1.2554  0.025
C: 0.8175 3.3884 0.3530  -0.031
N: 0.3036 2.3671 -0.2708  0.010
N: 0.3221 4.6660 0.2568  -0.001
C: -1.0046 4.8685 -0.2924  -0.003
C: 1.2137 5.8039 0.0920  0.000
H: 1.7925 3.3054 3.2526  -0.002
H: 1.3574 4.8099 2.4343  0.001
H: 3.0578 4.3149 2.5318  0.000
H: 3.4632 1.9548 1.6930  0.001
H: 2.5535 1.4300 0.2680  -0.005
H: 1.8442 1.2449 1.9100  0.028
H: -0.3829 2.6647 -0.9542  0.007
H: -0.9944 4.9406 -1.3870  0.000
H: -1.4025 5.8025 0.1053  0.000
H: -1.6710 4.0638 0.0142  0.001
H: 2.2379 5.5202 0.3108  0.000
H: 0.9159 6.6229 0.7505  0.000
H: 1.1723 6.1677 -0.9404  0.000
C: -6.4646 0.3401 3.0774  -0.002
C: -5.0140 0.6432 2.7945  -0.002
C: -4.2047 1.1784 3.7906  0.002
C: -2.8787 1.4822 3.4979  0.017
C: -1.9549 2.0243 4.5586  -0.002
C: -2.3982 1.2626 2.2216  -0.176
C: -3.1634 0.6490 1.1820  -0.021
C: -4.5080 0.3798 1.5288  0.000
N: -2.4824 0.4004 0.0255  0.023
C: -2.9701 -0.0910 -1.2626  -0.036
C: -2.3900 0.8708 -2.3279  -0.073
C: -2.6851 0.4067 -3.7532  0.007
C: -2.0655 -0.9761 -3.9690  -0.006
C: -2.6580 -1.9627 -2.9587  0.008
C: -4.1734 -2.0395 -3.1620  0.003
C: -4.7839 -0.6541 -2.9380  -0.002
C: -4.2010 0.3376 -3.9443  -0.001
C: -4.4849 -0.2020 -1.5025  -0.013
C: -2.3582 -1.4904 -1.5316  -0.052
H: -6.6861 0.4491 4.1382  0.000
H: -6.7164 -0.6764 2.7712  0.000
H: -7.1120 1.0207 2.5204  0.000
H: -4.5991 1.3567 4.7843  0.000
H: -2.5174 2.4370 5.3958  0.000
H: -1.3011 2.7998 4.1557  0.003
H: -1.3168 1.2209 4.9345  0.000
H: -1.3670 1.5778 2.0142  0.161
H: -5.1854 -0.0729 0.8243  -0.002
H: -1.3036 0.9264 -2.1817  0.057
H: -2.8069 1.8683 -2.1538  0.011
H: -2.2553 1.1161 -4.4680  0.000
H: -0.9793 -0.9201 -3.8446  0.013
H: -2.2628 -1.3221 -4.9881  -0.001
H: -2.2170 -2.9519 -3.1149  -0.002
H: -4.6098 -2.7553 -2.4588  0.001
H: -4.3965 -2.3922 -4.1737  -0.001
H: -5.8692 -0.7084 -3.0663  0.000
H: -4.6395 1.3277 -3.7850  0.000
H: -4.4424 0.0284 -4.9657  -0.001
H: -4.9038 -0.9478 -0.8262  0.002
H: -4.9603 0.7611 -1.2981  0.003
H: -1.2618 -1.4449 -1.3863  0.089
H: -2.7638 -2.2004 -0.8043  0.006

Cartesian forces (eV/Å) of the 6 atoms listed first:
Pm -0.74 0.71 -0.10
O 1.45 -1.14 0.14
N 0.24 -0.31 0.28
C -0.05 0.02 -0.13
C 0.16 -0.06 0.14
C -0.34 0.15 -0.05

Its highest occupied orbital energy (spin up / spin down) is -3.92 / -6.16 eV. For the energy above the lowest of the compared OMol25 structures with the same formula, charge and spin, the calculation gives 0.0 kJ/mol. Its multiplicity is 6. The total energy is -2447.1068 a.u. The charge is 0. The LUMO energy (spin up / spin down) comes out at 0.3946 / 0.3532 eV.



Density functional theory data (ωB97M-V/def2-TZVPD) for a structure of composition C17H45O16PbS5.

Each line ends with the Mulliken spin population.
Element x y z (Å)
Pb: -3.3726 3.8896 1.7666  0.003
C: -1.2495 0.0367 1.0252  0.160
C: -0.7412 1.4284 0.3292  0.016
O: -1.4766 2.5679 0.6740  0.766
H: -0.3493 -0.5721 1.1097  0.026
H: -1.9975 -0.4283 0.3830  0.006
H: -1.6693 0.1393 2.0259  -0.033
H: -1.0270 1.2353 -0.7048  0.061
H: 0.3229 1.5424 0.5359  -0.011
O: 4.8590 5.1994 -4.6891  0.000
S: 4.5142 4.1225 -3.7882  0.000
O: 5.1989 4.0302 -2.4880  0.000
O: 2.9100 4.4219 -3.5141  0.000
C: 2.3143 3.6871 -2.5165  0.001
C: 1.0622 3.0025 -3.0059  0.001
C: 4.4290 2.3932 -4.6242  0.000
H: 2.0842 4.4131 -1.7367  0.000
H: 2.9070 2.9377 -1.9919  0.000
H: 0.2119 3.6657 -3.1646  0.000
H: 0.6965 2.2024 -2.3624  0.003
H: 1.2770 2.5866 -3.9903  0.000
H: 3.5581 2.5310 -5.2650  0.000
H: 4.2439 1.7408 -3.7709  0.000
H: 5.3684 2.1802 -5.1343  0.000
O: 5.3663 -3.5661 5.0047  0.000
S: 4.1688 -3.2354 5.7761  0.000
O: 4.1985 -2.9702 7.2256  0.000
O: 3.2264 -2.0527 5.0610  0.000
C: 3.5528 -1.5133 3.7491  0.000
C: 2.3016 -0.6674 3.2867  0.000
C: 3.0839 -4.7063 5.4968  0.000
H: 3.8548 -2.3098 3.0690  0.000
H: 4.4578 -0.9276 3.9105  0.000
H: 1.3892 -1.1472 3.6410  0.000
H: 2.2718 -0.6242 2.1980  0.000
H: 2.3091 0.3578 3.6571  0.000
H: 2.3476 -4.7299 6.3002  0.000
H: 3.7755 -5.5452 5.5747  0.000
H: 2.4593 -4.4823 4.6320  0.000
O: -4.3322 -2.4432 5.5545  0.000
S: -2.9890 -1.9005 5.6122  0.000
O: -2.2293 -2.0974 6.7744  0.000
O: -2.2009 -2.4066 4.2831  0.000
C: -2.8625 -2.5306 3.0773  0.000
C: -1.9965 -3.4002 2.2128  0.000
C: -2.9979 -0.0356 5.1767  0.000
H: -2.9515 -1.6386 2.4573  0.001
H: -3.8628 -2.9420 3.2127  0.000
H: -1.7723 -4.3775 2.6403  0.000
H: -1.0522 -2.8636 2.3055  -0.001
H: -2.1398 -3.4472 1.1333  0.000
H: -3.9944 0.3461 4.9546  0.000
H: -2.0943 0.0997 4.5822  -0.001
H: -2.8399 0.4315 6.1488  0.000
O: -3.1127 4.8414 -3.3120  0.000
S: -3.6406 3.8822 -2.3002  -0.002
O: -3.5982 4.0560 -0.8795  -0.001
O: -5.1893 3.5162 -2.7579  0.000
C: -5.5544 3.9206 -4.0865  0.000
C: -5.8253 2.6199 -4.9827  0.000
C: -2.8914 2.2482 -2.7163  0.001
H: -4.8934 4.6685 -4.5246  0.000
H: -6.4667 4.5130 -4.0173  0.000
H: -4.9600 2.1862 -5.4840  0.000
H: -6.5678 2.9176 -5.7231  0.000
H: -6.3004 1.8002 -4.4437  0.000
H: -3.0598 1.6459 -1.8235  -0.002
H: -1.8179 2.4354 -2.7407  0.002
H: -3.2335 1.9870 -3.7177  0.000
O: 2.9309 -1.9711 -0.2756  0.000
S: 2.3795 -3.1795 -0.8373  0.000
O: 1.8980 -4.2598 0.0270  0.000
O: 1.2524 -2.9428 -1.9664  0.000
C: 0.7933 -1.5975 -2.1870  -0.002
C: -0.2894 -1.6066 -3.1507  0.000
C: 3.6996 -4.0609 -1.8296  0.000
H: 1.6142 -0.9339 -2.4588  0.000
H: 0.3447 -1.0728 -1.3434  0.004
H: 0.0423 -1.9603 -4.1269  0.000
H: -0.6401 -0.5963 -3.3615  0.000
H: -1.1377 -2.1989 -2.8078  0.000
H: 3.2111 -4.7205 -2.5468  0.000
H: 4.3435 -4.5651 -1.1090  0.000
H: 4.1464 -3.2001 -2.3272  0.000

Cartesian forces (eV/Å) of the 6 atoms listed first:
Pb 0.85 -0.48 -2.10
C -0.25 0.67 -0.34
C -0.82 0.18 1.31
O -0.17 -0.93 0.79
H 0.02 0.00 -0.19
H 0.15 -0.06 0.07

Its highest occupied orbital energy (spin up / spin down) is -13.78 / -13.78 eV. Its multiplicity is 2. The total energy is -4061.3694 a.u. The charge is +2. The LUMO energy (spin up / spin down) comes out at -11.0196 / -11.2885 eV.



Density functional theory data (ωB97M-V/def2-TZVPD) for an isolated molecule of C2H4N4O2.

Each line ends with the Mulliken charge.
Element x y z (Å)
C: -2.3662 -0.2071 0.3108  -0.481
C: 0.3402 0.8958 0.0180  0.431
H: -3.2283 -0.6954 -0.1609  0.253
H: -2.4426 0.8842 0.3350  0.246
H: -2.1406 -0.4457 1.3612  0.277
H: 0.7799 -2.1869 0.4264  0.263
N: -0.1776 -0.3807 0.0369  0.461
N: 0.8895 -1.3340 -0.0693  -0.175
N: 2.0370 -0.6117 0.1272  -0.190
N: 1.7827 0.6661 0.0332  -0.245
O: -1.3322 -0.7367 -0.4979  -0.280
O: -0.2345 1.9784 -0.1057  -0.560

Cartesian forces (eV/Å) of the 6 atoms listed first:
C -0.88 -0.14 0.58
C 0.83 0.95 -1.45
H -0.16 0.37 0.83
H 0.12 -0.13 -0.78
H -0.53 -0.58 -0.24
H -0.05 -0.70 0.67

Its highest occupied orbital energy is -9.70 eV. For the energy above the lowest of the compared OMol25 structures with the same formula, charge and spin, the calculation gives 374.8 kJ/mol. Its multiplicity is 1. The total energy is -447.9597 a.u. The charge is 0. The LUMO energy comes out at -0.1864 eV. The SMILES is COn1[nH]nnc1=O.



no.,largest force on an atom (eV/A)
1,1.1
2,1.8
3,7.9
4,3.4